Molecular formula: C21H60O9
Method: DFT, ωB97M-V with the def2-TZVPD basis set

Cartesian coordinates (Å):
C: -31.11082 2.04132 -10.08818
C: -30.25530 3.08755 -10.81589
C: -30.48579 4.51620 -10.39223
O: -29.02450 2.94079 -10.81377
H: -32.17354 2.02602 -10.37494
H: -30.96314 2.21925 -9.07893
H: -30.53886 1.17860 -10.39728
H: -30.64084 3.21477 -11.80820
H: -31.56975 4.65282 -10.44841
H: -30.02242 5.25932 -10.99491
H: -30.44111 4.76547 -9.27532
H: -28.87602 2.51380 -11.65837
C: -32.27905 4.15091 -16.45731
C: -30.84342 4.14264 -15.97856
C: -30.69141 3.20099 -14.78294
O: -29.95152 3.87878 -16.81312
H: -32.82948 5.00879 -15.98574
H: -32.81150 3.24552 -16.23591
H: -32.17331 4.44764 -17.47497
H: -30.62577 5.05159 -15.47906
H: -31.23491 3.57538 -13.95562
H: -29.62239 3.22918 -14.34741
H: -30.96107 2.13787 -14.88726
H: -29.12168 4.12303 -16.46316
C: -33.51487 0.79847 -7.88369
C: -34.51064 1.76515 -7.33238
C: -35.98216 1.51941 -7.78840
O: -34.36461 1.93915 -6.13338
H: -33.54769 -0.24125 -7.50772
H: -32.53103 1.15314 -7.69524
H: -33.64728 0.72263 -8.98825
H: -34.36721 2.68611 -7.79420
H: -36.72874 2.28872 -7.63175
H: -36.38861 0.48883 -7.51072
H: -35.99596 1.45620 -8.88934
H: -33.43887 2.11520 -5.96864
C: -34.70088 3.86214 -10.65145
C: -34.67280 3.07485 -11.93162
C: -33.67576 3.62962 -12.92259
O: -34.21885 1.91678 -11.77667
H: -35.61108 3.66399 -10.05785
H: -34.74915 4.84060 -11.02496
H: -33.83889 3.86373 -10.00040
H: -35.67330 2.93362 -12.35408
H: -33.70936 2.93889 -13.73107
H: -32.70155 3.51505 -12.60505
H: -33.90709 4.59441 -13.29913
H: -34.38698 1.40425 -12.55588
C: -33.51379 8.81147 -12.76084
C: -32.68298 7.55429 -12.47036
C: -31.92691 7.02151 -13.70369
O: -31.79883 7.68958 -11.55312
H: -33.09248 9.75028 -13.01321
H: -33.95483 8.93887 -11.81265
H: -34.12960 8.62268 -13.61739
H: -33.42462 6.66807 -12.28389
H: -32.71963 6.87951 -14.49586
H: -31.59705 6.06368 -13.43536
H: -31.03624 7.52217 -14.09736
H: -32.33456 7.77787 -10.73668
C: -30.87048 -1.00891 -14.85776
C: -31.56941 -1.17578 -13.56031
C: -31.61824 0.17272 -12.84466
O: -32.77062 -1.54416 -13.65558
H: -31.06175 -1.84407 -15.53425
H: -29.82755 -0.89504 -14.63635
H: -31.12395 -0.07221 -15.33043
H: -31.15421 -1.91854 -12.84929
H: -32.16903 0.96584 -13.48726
H: -30.59983 0.56261 -12.75197
H: -32.15572 0.27209 -11.94393
H: -32.75826 -2.48086 -13.79581
C: -35.18943 -1.23167 -10.92753
O: -33.87547 -1.10025 -10.49467
H: -35.30905 -1.64862 -12.01012
H: -35.76452 -0.24147 -10.90157
H: -35.62227 -1.98871 -10.21553
H: -33.57249 -0.28416 -10.90585
C: -34.42814 0.76539 -15.10897
O: -34.75978 0.24229 -13.82642
H: -33.42354 1.10213 -15.13200
H: -35.01019 1.62833 -15.43292
H: -34.51157 0.01261 -15.88346
H: -34.14710 -0.48957 -13.71980
C: -31.79407 4.54781 -7.04230
O: -31.97491 3.85801 -5.79267
H: -30.80497 4.90657 -7.06777
H: -32.49531 5.43042 -6.85802
H: -32.08644 3.92055 -7.90624
H: -31.11065 3.53177 -5.41346

Output
Spin multiplicity = 1
Molar mass = 456.7 g mol⁻¹
Charge = 0
SMILES string = CC(C)O.CC(C)O.CC(C)O.CC(C)O.CC(C)O.CC(C)O.CO.CO.CO
Relative energy (zero: lowest compared OMol25 entry of this formula, charge and spin) = 224.4 kcal/mol

Atom charges from the Mulliken analysis, given in e for atoms 1 to 8: C -1.157; C 1.522; C -1.045; O -0.639; H 0.008; H 0.532; H 0.382; H -0.655

=====

Molecular formula: C21H63N9O9
Method: DFT, ωB97M-V with the def2-TZVPD basis set

Cartesian coordinates (Å):
C: 0.68321 0.05771 6.96432
O: 0.62158 -0.47768 5.69110
C: 1.35309 0.15511 4.63532
C: 1.54718 -0.78970 3.39604
C: 2.39345 -0.14594 2.24243
N: 0.31006 -1.00929 2.77088
H: 1.69884 0.16086 7.34635
H: 0.08496 -0.64376 7.54579
H: 0.19366 1.02761 7.05237
H: 0.86617 1.06107 4.27442
H: 2.37384 0.33327 4.97359
H: 1.97877 -1.77383 3.57858
H: 2.85678 -0.82682 1.52841
H: 3.24357 0.39686 2.65563
H: 1.96149 0.76605 1.83038
H: 0.41472 -1.95473 2.43135
H: 0.27601 -0.49442 1.90263
C: 1.88881 0.23461 -2.21715
O: 0.96337 -0.18270 -1.15932
C: -0.32775 0.22359 -1.45240
C: -1.26310 -0.45803 -0.43281
C: -1.40015 -1.96721 -0.56831
N: -2.63088 0.07782 -0.48290
H: 1.81217 -0.39066 -3.10668
H: 2.89973 -0.00934 -1.89059
H: 1.83322 1.27917 -2.52357
H: -0.30539 1.31317 -1.43178
H: -0.60379 -0.06697 -2.46604
H: -0.95284 -0.32158 0.60315
H: -0.45195 -2.48920 -0.43967
H: -1.73919 -2.28586 -1.55401
H: -2.17114 -2.29852 0.12730
H: -3.08564 -0.70240 -0.03063
H: -2.83352 0.96570 -0.04622
C: -1.69611 3.09421 1.46261
O: -2.99573 3.04547 0.85535
C: -2.95196 3.88823 -0.28798
C: -4.37601 3.85499 -0.91347
C: -4.83768 2.43349 -1.19815
N: -4.55329 4.56137 -2.09608
H: -1.38790 4.03397 1.92082
H: -0.87678 2.85181 0.78583
H: -1.73719 2.37598 2.28149
H: -2.80215 4.92863 0.00050
H: -2.24759 3.53401 -1.04063
H: -5.13390 4.14494 -0.18570
H: -5.78869 2.31783 -1.71805
H: -4.88416 1.84632 -0.28101
H: -4.10193 1.85281 -1.75457
H: -4.23510 5.50274 -1.91534
H: -5.54818 4.51910 -2.26490
N: 2.12794 -3.02635 -0.78605
C: 3.31952 -3.32594 -0.44259
N: 3.35445 -4.38868 0.35921
O: 4.32158 -2.92794 -0.99034
H: 1.34202 -3.52121 -0.38913
H: 1.91607 -2.49740 -1.61998
H: 2.44205 -4.73470 0.61979
H: 4.22261 -4.85174 0.58718
N: -2.28498 -5.53955 -3.25976
C: -1.72478 -5.67694 -2.12964
N: -0.61417 -5.01625 -1.97157
O: -2.18507 -6.41443 -1.31384
H: -3.23331 -5.84889 -3.41806
H: -1.88431 -4.95190 -3.97687
H: -0.26077 -4.39771 -2.68753
H: -0.15761 -4.99947 -1.07080
N: -6.97988 1.51510 3.58463
C: -6.34674 2.32532 2.75439
N: -5.08646 1.94940 2.66298
O: -6.78140 3.18924 2.08117
H: -6.43205 0.99293 4.25345
H: -7.94725 1.73711 3.77167
H: -4.41904 2.30231 1.99208
H: -4.69597 1.35326 3.37867
C: 5.69328 0.67182 0.33487
C: 6.89416 -0.03250 0.90754
O: 7.51614 0.82708 1.75342
H: 5.04479 -0.04652 -0.16665
H: 5.89800 1.26770 -0.55458
H: 5.02787 1.15910 1.04753
H: 7.55602 -0.31413 0.08856
H: 6.59381 -0.94383 1.42463
H: 6.88553 0.99512 2.45747
C: 0.78742 -2.12458 -5.06655
C: 0.48561 -3.50011 -5.41844
O: -0.79755 -3.84670 -4.98385
H: 0.90535 -1.99567 -3.99064
H: 0.01731 -1.38756 -5.29415
H: 1.60160 -1.71616 -5.66521
H: 1.26461 -4.12315 -4.97904
H: 0.47841 -3.74297 -6.48101
H: -1.41051 -3.68572 -5.70494
C: 3.42099 3.37612 -0.94916
C: 1.88469 3.26592 -0.78163
O: 1.42454 4.26107 0.11194
H: 4.06366 3.02034 -0.14387
H: 3.75883 4.38455 -1.18792
H: 3.73707 2.68170 -1.72761
H: 1.50917 2.27652 -0.52053
H: 1.54347 3.38873 -1.80954
H: 1.86831 5.08845 -0.08835

Output
Spin multiplicity = 1
Molar mass = 585.8 g mol⁻¹
Charge = 0
SMILES string = COC[C@H](C)N.COC[C@H](C)N.COC[C@H](C)N.NC(N)=O.NC(N)=O.NC(N)=O.CCO.CCO.CCO
Relative energy (zero: lowest compared OMol25 entry of this formula, charge and spin) = 95.3 kcal/mol

Atom charges from the Mulliken analysis, given in e for atoms 1 to 8: C -0.745; O -0.304; C -0.883; C 0.257; C -1.275; N -0.479; H 0.305; H 0.246

=====

Molecular formula: C21H63O20P
Method: DFT, ωB97M-V with the def2-TZVPD basis set

Cartesian coordinates (Å):
C: 0.08537 0.08810 -0.38909
C: -1.40982 -0.46116 0.09243
O: -2.26786 0.72966 0.19189
C: -2.87666 1.09287 -1.09731
C: -3.46626 2.62168 -0.93752
C: -2.68889 3.71425 -0.29283
C: -1.18157 3.77948 0.34846
P: 0.08503 3.81693 -1.10709
O: 0.22593 5.29998 -1.67053
O: 1.65552 3.30055 -0.55212
O: -0.37572 2.75734 -2.42539
C: -3.72523 4.98380 -0.33971
O: -3.39363 6.01984 0.43660
O: -4.88780 4.73509 -1.20894
C: -4.91722 3.26038 -1.38675
O: -6.02043 2.68056 -1.86829
H: 0.22029 1.14701 0.12898
H: 0.95039 -0.64500 -0.09780
H: -0.01004 0.27849 -1.55341
H: -1.90793 -1.19136 -0.67480
H: -1.33125 -1.02535 1.12812
H: -2.19598 0.92511 -2.03453
H: -3.81956 0.37702 -1.24926
H: -0.90876 2.89794 1.06913
H: -1.05141 4.82844 0.90010
H: 1.52204 3.06161 0.42690
H: 0.45282 2.60320 -2.97840
C: 0.57453 4.86881 3.26004
O: 1.10106 3.56312 3.40858
H: 0.58386 5.13733 2.20108
H: -0.45323 4.89272 3.63066
H: 1.19118 5.57716 3.81881
H: 1.08003 3.35274 4.35769
C: -2.37679 -4.48788 0.86260
O: -1.23925 -3.73532 0.48340
H: -3.23464 -3.81671 0.94763
H: -2.58365 -5.24550 0.10272
H: -2.19352 -4.96560 1.82823
H: -0.49472 -4.35711 0.41592
C: -5.12547 7.19958 -3.98192
O: -4.59894 5.89388 -3.83338
H: -5.11614 7.46810 -5.04088
H: -6.15323 7.22349 -3.61130
H: -4.50882 7.90793 -3.42315
H: -4.61997 5.68351 -2.88427
C: 2.66651 -5.11617 0.38642
O: 1.25943 -5.22168 0.50101
H: 2.90620 -4.44295 -0.43997
H: 3.07941 -4.71217 1.31405
H: 3.09165 -6.10256 0.18506
H: 1.07744 -5.82475 1.24174
C: 4.76651 -6.19264 3.29819
O: 3.35943 -6.29815 3.41278
H: 5.00620 -5.51942 2.47179
H: 5.17941 -5.78864 4.22582
H: 5.19165 -7.17903 3.09683
H: 3.17744 -6.90122 4.15351
C: -2.54100 4.02101 -6.25909
O: -3.25690 5.22998 -6.08587
H: -2.08281 4.01838 -7.25088
H: -1.75943 3.94700 -5.49891
H: -3.22730 3.17475 -6.17488
H: -3.65194 5.20346 -5.19776
C: -4.58338 4.24027 -9.34184
O: -4.00388 2.97407 -9.08678
H: -3.99329 4.75398 -10.10439
H: -5.60605 4.10792 -9.70355
H: -4.58413 4.83330 -8.42393
H: -4.54863 2.54218 -8.40691
C: 4.12375 0.06447 0.76238
O: 2.77555 0.41590 1.01337
H: 4.15405 -0.93306 0.31785
H: 4.56577 0.78374 0.06849
H: 4.68101 0.05922 1.70242
H: 2.78052 1.30492 1.40722
C: 8.53397 -6.52879 1.71340
O: 7.40422 -7.32352 1.40322
H: 8.25477 -5.79578 2.47388
H: 9.33348 -7.16542 2.10031
H: 8.87177 -6.00732 0.81439
H: 7.68242 -7.96398 0.72653
C: 1.13895 0.27547 3.97055
O: 0.43397 0.31327 2.74348
H: 2.15455 -0.08241 3.78595
H: 1.18120 1.27997 4.39880
H: 0.63477 -0.40548 4.66074
H: -0.46281 0.63437 2.93887
C: -0.68936 -6.81534 3.78454
O: 0.40055 -7.11205 2.93119
H: -1.47527 -6.32973 3.20135
H: -1.07812 -7.74100 4.21607
H: -0.35865 -6.14137 4.57867
H: 1.08149 -7.54187 3.47622
C: 3.82375 7.07053 4.47209
O: 2.47555 7.42196 4.72308
H: 3.85405 6.07300 4.02756
H: 4.26577 7.78979 3.77820
H: 4.38101 7.06528 5.41213
H: 2.48052 8.31098 5.11693
C: -1.89697 -8.03953 -1.00205
O: -2.89799 -7.65608 -0.07736
H: -1.53108 -7.14935 -1.51905
H: -1.06964 -8.51442 -0.46895
H: -2.32050 -8.73392 -1.73192
H: -3.20318 -8.46607 0.36568

Output
Spin multiplicity = 1
Molar mass = 666.7 g mol⁻¹
Charge = 0

Atom charges from the Mulliken analysis, given in e for atoms 1 to 8: C -0.395; C -0.271; O -0.322; C -0.229; C 0.140; C -0.183; C 0.336; P 1.040

=====

Molecular formula: C21H66Cl2N2O16
Method: DFT, ωB97M-V with the def2-TZVPD basis set

Cartesian coordinates (Å):
C: -4.20600 1.58543 -4.85349
C: -3.29372 2.80916 -4.74109
N: -3.36462 3.78394 -5.53968
C: -2.22910 2.79898 -3.62771
O: -2.66450 2.19528 -2.38125
C: -1.47840 1.84951 -1.70719
O: -1.12946 0.74172 -1.67143
N: -0.73551 2.94322 -1.13351
C: -0.53430 2.81521 0.26301
Cl: 0.42312 1.43082 0.80366
C: -0.99601 3.68386 1.14956
C: -1.82054 4.92291 0.76229
Cl: -0.63406 3.46498 2.87347
H: -5.00443 1.70792 -4.09715
H: -3.57850 0.70280 -4.61385
H: -4.63863 1.45372 -5.85491
H: -2.62722 4.44349 -5.25568
H: -1.32812 2.25946 -3.98914
H: -1.93469 3.84685 -3.41830
H: -1.09645 3.85430 -1.40161
H: -2.73145 4.62417 0.20860
H: -2.14159 5.42528 1.68747
H: -1.21143 5.62053 0.15331
C: 1.56426 3.60722 -4.28675
O: 0.50997 4.37512 -3.70471
H: 1.63360 3.84826 -5.34359
H: 2.51145 3.84942 -3.79908
H: 1.35003 2.54261 -4.17452
H: 0.47035 4.13796 -2.77244
C: -2.06478 3.27325 6.74620
O: -2.66523 2.31183 5.87688
H: -2.67847 3.36370 7.64155
H: -1.06206 2.94260 7.02769
H: -2.01108 4.23759 6.24894
H: -2.10637 2.25015 5.09598
C: -2.61054 2.69229 11.09882
O: -2.64935 3.85147 10.26309
H: -2.20090 1.86368 10.52648
H: -1.97290 2.88160 11.96689
H: -3.61647 2.43836 11.42649
H: -3.01475 4.57081 10.78766
C: -5.56264 -0.43906 11.76007
O: -4.55566 0.33496 11.10839
H: -5.17569 -0.78109 12.71353
H: -6.45079 0.17493 11.93146
H: -5.82272 -1.30477 11.14456
H: -4.92043 0.62765 10.26615
C: 0.94297 0.63699 -7.05512
O: 0.39727 1.94565 -6.88076
H: 0.77995 0.06715 -6.14635
H: 0.44573 0.13437 -7.88977
H: 2.01516 0.70507 -7.24828
H: 0.55071 2.43514 -7.69520
C: 3.39226 -2.11262 -7.09578
O: 2.64552 -1.54455 -6.01925
H: 3.11761 -1.60386 -8.01828
H: 4.45916 -1.98018 -6.91263
H: 3.15945 -3.17463 -7.18653
H: 2.90757 -2.01282 -5.21822
C: -6.81560 -1.14052 -4.41881
O: -6.27004 -0.61853 -5.62524
H: -6.80848 -0.35285 -3.66844
H: -7.84444 -1.47101 -4.58336
H: -6.21103 -1.97949 -4.06480
H: -6.28401 -1.32770 -6.27609
C: 2.25200 -6.13126 -7.18178
O: 2.84751 -5.61413 -8.36590
H: 2.24167 -5.34521 -6.42931
H: 1.22597 -6.44868 -7.38421
H: 2.83308 -6.97922 -6.80799
H: 2.84849 -6.32134 -9.01903
C: 0.98544 5.66156 7.18046
O: -0.42352 5.49554 7.07678
H: 1.38570 5.83933 6.18436
H: 1.21859 6.51752 7.81936
H: 1.44052 4.75781 7.59508
H: -0.75933 5.33883 7.96721
C: 6.79818 -4.36023 -5.89874
O: 5.74660 -3.59427 -5.33364
H: 6.87289 -4.12794 -6.95948
H: 7.74217 -4.10985 -5.40755
H: 6.58749 -5.42495 -5.77884
H: 5.70360 -3.82085 -4.39824
C: 4.50416 -6.57621 -2.69572
O: 5.10060 -6.05564 -3.88069
H: 4.49279 -5.79664 -1.93693
H: 3.47894 -6.89307 -2.90018
H: 5.08795 -7.42558 -2.33248
H: 5.09905 -6.76332 -4.53387
C: -5.77354 -2.19490 15.69449
O: -5.82097 -1.03778 14.86568
H: -5.36265 -3.01779 15.11364
H: -5.13289 -2.01097 16.56043
H: -6.77974 -2.45850 16.02967
H: -6.18631 -0.32107 15.39470
C: 8.06513 -5.68053 -2.36107
O: 8.91774 -6.77677 -2.04363
H: 7.25518 -6.04072 -2.99203
H: 7.64818 -5.25828 -1.44216
H: 8.62963 -4.91595 -2.90215
H: 9.62671 -6.43890 -1.48715
C: 2.75370 0.14702 -2.66914
O: 3.24304 0.81628 -3.82890
H: 2.79867 0.83763 -1.82952
H: 1.71610 -0.16065 -2.82558
H: 3.37215 -0.72845 -2.44966
H: 3.19632 0.19844 -4.56851

Output
Spin multiplicity = 1
Molar mass = 673.7 g mol⁻¹
Charge = 0

Atom charges from the Mulliken analysis, given in e for atoms 1 to 8: C -0.980; C 0.425; N -0.799; C -0.210; O -0.449; C 0.511; O -0.454; N 0.037

=====

Number 1: gap between HOMO and LUMO 9.3 eV, LUMO 0.37 eV, highest occupied orbital energy -8.97 eV. Number 2: gap between HOMO and LUMO 9.1 eV, LUMO 0.18 eV, highest occupied orbital energy -8.95 eV. Number 3: gap between HOMO and LUMO 7.6 eV, LUMO -1.53 eV, highest occupied orbital energy -9.14 eV. Number 4: gap between HOMO and LUMO 9.4 eV, LUMO 0.35 eV, highest occupied orbital energy -9.05 eV.